[1]
Formula: C33H54BClF6LaN2O3P2Sb
Source: the Open Molecules 2025 dataset
Level of theory: ωB97M-V/def2-TZVPD

Each line ends with the Löwdin spin population.
Positions of all 104 atoms, in Å:
La -0.419 1.006 -0.663  0.04
C -1.221 2.247 4.746  0.00
C -1.219 0.840 4.075  0.00
C -2.430 0.688 3.088  0.00
C -1.310 -0.235 5.126  0.00
P 0.354 0.774 3.011  0.02
C 0.764 -1.103 3.358  0.01
N 1.528 -1.810 2.331  0.08
B 1.409 -1.622 0.906  0.56
N 2.400 -2.606 0.380  0.07
C 2.612 -2.916 -1.001  0.00
P 1.667 -1.664 -2.039  0.07
C 3.266 -0.990 -3.176  0.02
C 4.162 -2.031 -3.874  0.00
C 2.715 0.005 -4.189  0.00
C 3.939 -0.104 -2.085  0.00
C 0.485 -2.795 -3.174  0.01
C -0.101 -2.084 -4.324  0.00
C -0.558 -3.258 -2.153  0.00
C 1.315 -3.926 -3.737  0.00
C 3.077 -3.244 1.387  0.01
C 4.166 -4.106 1.368  0.00
C 4.561 -4.618 2.617  0.00
C 3.920 -4.313 3.819  0.00
C 2.865 -3.371 3.843  0.00
C 2.415 -2.844 2.597  0.02
C 1.757 1.797 3.765  0.00
C 3.149 1.327 3.197  0.00
C 1.922 1.437 5.265  0.00
C 1.487 3.285 3.588  0.00
H -2.122 2.303 5.334  0.00
H -0.412 2.337 5.491  0.00
H -1.219 3.048 3.988  0.00
H -3.270 0.233 3.665  0.00
H -2.855 1.659 2.728  0.00
H -2.181 0.026 2.215  0.00
H -2.014 0.144 5.901  0.00
H -1.790 -1.094 4.650  0.00
H -0.300 -0.413 5.532  0.00
H 1.269 -1.165 4.322  0.00
H -0.256 -1.377 3.529  0.00
H 3.674 -2.885 -1.331  0.00
H 2.191 -3.913 -1.260  0.00
H 3.718 -2.129 -4.907  0.00
H 5.233 -1.733 -4.017  0.00
H 4.003 -2.937 -3.394  0.00
H 2.231 -0.606 -4.950  0.00
H 1.909 0.672 -3.851  0.00
H 3.553 0.517 -4.697  0.00
H 4.772 -0.593 -1.509  0.00
H 4.356 0.803 -2.583  0.00
H 3.217 0.295 -1.334  0.00
H -1.156 -2.490 -4.572  0.00
H -0.185 -0.975 -4.258  0.00
H 0.440 -2.338 -5.265  0.00
H -0.977 -2.562 -1.498  0.00
H -1.515 -3.650 -2.647  0.00
H -0.249 -4.122 -1.534  0.00
H 2.240 -3.484 -4.263  0.00
H 1.522 -4.777 -3.050  0.00
H 0.708 -4.492 -4.455  0.00
H 4.684 -4.349 0.439  0.00
H 5.419 -5.264 2.603  0.00
H 4.150 -4.958 4.695  0.00
H 2.343 -2.945 4.750  0.00
H 3.204 0.181 3.303  0.00
H 3.222 1.544 2.135  0.00
H 3.982 1.722 3.784  0.00
H 1.187 1.893 5.916  0.00
H 1.833 0.381 5.328  0.00
H 2.844 1.707 5.702  0.00
H 1.484 3.631 2.547  0.00
H 0.710 3.738 4.247  0.00
H 2.455 3.614 3.946  0.00
F -1.092 -0.653 0.427  0.07
Sb -3.588 6.321 3.768  0.00
F 1.560 1.690 -0.713  0.01
F -6.271 3.062 -5.394  0.00
F -2.413 4.902 3.961  0.00
F -2.136 7.561 4.052  0.00
F -4.295 6.056 5.624  0.00
Cl -5.748 1.036 -7.607  0.00
C -4.905 1.232 -6.182  0.00
C -3.685 0.610 -6.067  0.00
C -3.176 0.420 -4.785  0.00
C -3.477 1.381 -3.769  0.00
C -4.672 2.040 -3.867  0.00
C -5.635 1.810 -4.985  0.00
C -2.430 1.486 -2.680  0.00
O -1.609 0.487 -2.719  0.00
O -2.371 2.314 -1.743  0.00
H -3.146 0.162 -6.867  0.00
H -2.559 -0.441 -4.607  0.00
H -1.768 4.035 1.048  0.00
H -6.381 1.076 -4.687  0.00
C -5.903 1.916 -1.576  0.00
C -5.237 2.796 -2.655  0.00
O -1.025 3.586 0.621  0.00
H -5.129 1.422 -0.925  0.00
H -6.548 1.123 -1.933  0.00
H -6.528 2.575 -0.931  0.00
H -4.402 3.308 -2.073  0.00
H -5.900 3.561 -3.014  0.00
H -0.260 4.161 0.848  0.00

The energy relative to the best compared isomer or geometry (same formula, charge and spin) comes out at 488.4 kJ/mol. The spin multiplicity is 2. The value obtained for the frontier orbital gap (alpha / beta) is 2.694 / 2.820 eV. As for the highest occupied orbital energy (alpha / beta): -0.3312 / -0.3359 Eh. The lowest unoccupied orbital energy (alpha / beta) is -6.319 / -6.319 eV. Its expectation value of S² is 0.7556. Its energy is -99694.605 eV. As for the total charge: +1. The molar mass comes out at 1009.67 g mol⁻¹.

***

[2]
Formula: C33H54F16N3O11P2S
Source: the Open Molecules 2025 dataset
Level of theory: ωB97M-V/def2-TZVPD

Each line ends with the Mulliken charge.
Positions of all 120 atoms, in Å:
C 6.606 -0.408 -1.793  -1.37
C 5.212 -0.939 -1.249  -0.14
C 4.110 -0.211 -2.124  -0.75
F 4.639 1.071 -2.387  -0.51
C 2.638 -0.321 -1.599  0.64
C 2.090 -1.589 -2.420  -0.33
O 3.039 -2.663 -2.410  -0.34
C 3.101 -3.244 -3.726  -0.70
O 2.742 -0.957 -0.307  0.37
C 1.879 -0.583 0.717  0.19
P 0.555 -1.908 1.122  0.63
S 1.374 -3.666 1.400  -0.37
P 3.032 -0.815 2.305  -0.11
N 2.017 -1.310 3.622  -0.42
O 4.157 -2.006 1.918  -0.52
C 1.253 0.885 0.711  -2.51
O 1.439 1.294 2.053  -0.52
N 1.771 1.824 -0.338  1.66
C 0.943 3.088 -0.487  0.16
C 0.045 3.548 0.681  -0.53
O 0.152 4.639 1.030  -0.39
F -0.915 2.806 1.293  -0.29
C 3.092 2.369 0.054  0.92
F 4.007 1.450 0.406  -0.17
F 3.770 3.013 -0.956  -0.32
C 3.267 3.530 1.132  0.54
F 2.577 3.607 2.256  -0.17
F 4.570 3.455 1.542  -0.26
F 3.259 4.787 0.596  -0.24
C 1.702 0.968 -1.641  0.66
C 0.258 0.352 -1.908  1.14
C -1.118 1.041 -1.668  -1.70
C -1.762 1.882 -2.829  0.16
N -3.070 2.354 -2.275  -0.65
C 1.870 1.851 -2.954  0.16
C 2.398 1.238 -4.278  -1.22
C 1.482 1.426 -5.555  0.19
C 0.391 0.323 -5.706  -1.08
C 0.976 2.895 -5.769  -1.22
H 6.885 0.555 -1.332  0.27
H 6.630 -0.380 -2.906  0.35
H 7.387 -1.154 -1.513  0.44
H 5.188 -0.666 -0.183  0.01
H 5.235 -2.027 -1.419  0.36
H 4.224 -0.689 -3.126  0.82
H 1.683 -1.355 -3.419  0.49
H 1.255 -2.089 -1.867  -0.26
H 2.095 -3.321 -4.196  0.27
H 3.477 -4.278 -3.604  0.34
H 3.800 -2.690 -4.392  0.25
H -0.384 -2.091 0.073  -0.17
H -0.211 -1.504 2.260  0.23
H 2.331 -0.889 4.500  0.29
H 2.081 -2.321 3.800  0.18
H 3.948 -2.782 2.469  0.36
H 0.147 0.765 0.680  1.30
H 0.737 0.961 2.637  0.67
H 0.214 3.047 -1.332  0.39
H 1.529 3.955 -0.861  0.69
H 0.218 0.083 -2.985  -0.38
H 0.110 -0.542 -1.265  -0.88
H -1.909 0.270 -1.493  0.31
H -1.218 1.685 -0.761  -0.12
H -1.193 2.805 -3.085  0.23
H -2.044 1.264 -3.704  0.10
H -2.949 2.733 -1.336  0.18
H -3.396 3.134 -2.847  0.27
H 2.392 2.818 -2.801  0.80
H 0.851 2.237 -3.211  -0.04
H 2.710 0.181 -4.304  -0.06
H 3.323 1.797 -4.558  0.33
H 2.192 1.235 -6.396  0.72
H -0.450 0.394 -4.989  0.04
H 0.898 -0.652 -5.489  0.19
H 0.049 0.224 -6.760  0.48
H 1.369 3.574 -4.984  0.27
H -0.136 2.880 -5.655  0.28
H 1.181 3.277 -6.786  0.35
C 0.716 -2.019 9.655  -1.09
C 1.135 -3.427 9.286  -0.21
O 0.266 -3.975 8.277  -0.33
C 0.524 -3.618 7.024  0.36
O 1.411 -2.885 6.680  -0.52
C -0.447 -4.314 6.065  0.90
F -1.717 -4.268 6.500  -0.25
F -0.139 -5.613 5.909  -0.26
F -0.429 -3.757 4.848  -0.23
H -0.333 -1.998 9.955  0.31
H 1.326 -1.640 10.475  0.37
H 0.820 -1.343 8.805  0.30
H 1.046 -4.077 10.155  0.33
H 2.175 -3.466 8.960  0.31
C -5.824 -4.616 0.526  -1.11
C -4.468 -5.291 0.542  -0.20
O -3.754 -5.040 -0.684  -0.31
C -3.124 -3.876 -0.767  0.29
O -3.107 -3.032 0.084  -0.52
C -2.374 -3.774 -2.100  0.99
F -3.121 -4.175 -3.136  -0.26
F -1.265 -4.533 -2.095  -0.27
F -1.984 -2.511 -2.362  -0.20
H -6.392 -4.921 -0.354  0.31
H -6.391 -4.875 1.420  0.37
H -5.723 -3.531 0.483  0.31
H -4.594 -6.371 0.610  0.34
H -3.874 -4.981 1.403  0.30
C -6.151 5.730 2.518  -1.14
C -5.768 4.315 2.139  -0.03
O -6.648 3.799 1.125  -0.32
C -6.376 4.161 -0.128  0.41
O -5.466 4.876 -0.445  -0.53
C -7.359 3.502 -1.100  0.86
F -8.626 3.579 -0.665  -0.25
F -7.076 2.196 -1.264  -0.25
F -7.324 4.069 -2.310  -0.24
H -7.199 5.776 2.817  0.30
H -5.532 6.087 3.343  0.38
H -6.028 6.411 1.675  0.32
H -5.876 3.659 3.003  0.34
H -4.728 4.253 1.814  0.15

The spin multiplicity is 1. The value obtained for the frontier orbital gap is 8.128 eV. As for the highest occupied orbital energy: -0.3877 Eh. The lowest unoccupied orbital energy is -2.421 eV. Its energy is -134970.978 eV. As for the total charge: +1. The molar mass comes out at 1066.79 g mol⁻¹.

***

[3]
Formula: C33H55BF12NO10
Source: the Open Molecules 2025 dataset
Level of theory: ωB97M-V/def2-TZVPD

Each line ends with the Mulliken charge.
Positions of all 112 atoms, in Å:
C 0.588 3.583 4.113  -0.76
C 0.263 3.815 2.804  -0.76
C -0.347 2.719 1.955  -0.47
N 0.210 2.692 0.558  0.70
C -0.091 3.987 -0.140  -0.54
C 0.159 3.966 -1.650  -1.23
C 1.729 2.447 0.497  -1.08
C 2.330 1.611 1.621  -0.17
C 3.719 0.994 1.277  0.40
C 4.356 1.527 -0.005  -1.87
C 3.663 -0.544 1.304  -1.70
C 3.133 -1.157 0.001  0.66
C 2.717 -2.601 0.187  -0.97
C 1.846 -3.109 1.065  1.13
C 0.783 -2.290 1.766  -0.27
C 1.870 -4.562 1.459  -1.73
B -0.518 1.534 -0.178  -0.21
O 0.115 0.349 -0.177  1.06
O -1.692 1.741 -0.830  -0.94
C -2.952 1.613 -0.139  -0.58
C -3.055 0.394 0.754  -0.61
H -0.191 3.310 4.824  0.30
H 1.614 3.621 4.465  0.26
H 0.376 4.804 2.369  0.44
H -0.288 1.749 2.432  0.35
H -1.423 2.915 1.820  0.77
H -1.142 4.210 0.045  0.44
H 0.469 4.806 0.297  0.60
H 0.908 3.237 -1.958  0.24
H -0.756 3.720 -2.182  0.33
H 0.510 4.945 -1.963  0.45
H 2.187 3.435 0.521  0.51
H 1.928 2.037 -0.485  0.48
H 1.663 0.828 1.978  -0.03
H 2.465 2.282 2.468  0.07
H 4.402 1.262 2.086  0.56
H 5.352 1.094 -0.105  0.46
H 4.504 2.608 0.027  0.47
H 3.816 1.260 -0.911  0.35
H 4.682 -0.906 1.459  0.55
H 3.087 -0.884 2.162  0.55
H 3.971 -1.191 -0.696  0.22
H 2.363 -0.551 -0.480  -0.17
H 3.180 -3.316 -0.486  0.26
H -0.087 -2.126 1.132  -0.41
H 0.492 -2.769 2.702  0.58
H 1.208 -1.329 2.052  -0.10
H 2.705 -5.099 1.020  0.44
H 0.919 -5.039 1.196  0.26
H 1.911 -4.598 2.549  0.37
H -0.345 -0.264 -0.770  -0.16
H -3.178 2.529 0.412  0.30
H -3.715 1.542 -0.911  0.47
H -2.599 0.534 1.736  0.26
H -4.109 0.178 0.928  0.58
H -2.627 -0.486 0.274  -0.17
C -2.090 9.420 4.584  -1.11
C -0.630 9.096 4.801  -0.23
O -0.082 8.352 3.685  -0.29
C 0.265 9.069 2.629  0.34
O 0.178 10.248 2.489  -0.50
C 0.873 8.142 1.557  0.89
F 0.131 7.024 1.389  -0.25
F 2.101 7.750 1.916  -0.27
F 0.957 8.749 0.386  -0.25
H -2.659 8.510 4.390  0.30
H -2.499 9.909 5.467  0.39
H -2.223 10.083 3.730  0.33
H -0.503 8.449 5.665  0.32
H -0.038 9.994 4.968  0.34
C -3.635 -3.617 1.740  -1.00
C -2.420 -4.451 1.390  0.42
O -2.517 -5.762 1.976  -0.40
C -3.272 -6.628 1.314  0.32
O -3.865 -6.425 0.298  -0.53
C -3.246 -7.994 2.029  0.90
F -3.411 -7.851 3.347  -0.25
F -2.068 -8.591 1.817  -0.25
F -4.209 -8.779 1.567  -0.23
H -3.770 -3.578 2.821  0.42
H -3.519 -2.603 1.359  -0.07
H -4.541 -4.045 1.311  0.37
H -1.524 -4.000 1.810  0.09
H -2.283 -4.528 0.316  0.22
C 1.298 -3.366 -5.836  -1.16
C 1.591 -4.047 -4.518  0.33
O 2.996 -3.973 -4.185  -0.36
C 3.412 -2.843 -3.651  0.39
O 2.763 -1.864 -3.419  -0.51
C 4.909 -2.957 -3.293  0.91
F 5.609 -3.500 -4.287  -0.26
F 5.057 -3.725 -2.205  -0.25
F 5.415 -1.756 -3.027  -0.24
H 1.920 -3.783 -6.628  0.35
H 0.251 -3.504 -6.102  0.31
H 1.505 -2.297 -5.782  0.31
H 1.365 -5.108 -4.575  0.39
H 1.002 -3.629 -3.705  -0.17
C -4.318 -4.353 -5.217  -1.16
C -3.483 -3.095 -5.293  -0.05
O -3.116 -2.625 -3.971  -0.29
C -2.095 -3.230 -3.403  -0.01
O -1.427 -4.115 -3.846  -0.53
C -1.819 -2.586 -2.029  1.36
F -2.943 -2.397 -1.330  -0.25
F -1.235 -1.376 -2.179  -0.45
F -1.005 -3.337 -1.297  -0.22
H -5.194 -4.191 -4.589  0.31
H -4.648 -4.641 -6.214  0.41
H -3.750 -5.178 -4.789  0.32
H -4.051 -2.281 -5.737  0.34
H -2.586 -3.240 -5.893  0.18

The spin multiplicity is 1. The value obtained for the frontier orbital gap is 7.521 eV. As for the highest occupied orbital energy: -0.3927 Eh. The lowest unoccupied orbital energy is -3.164 eV. Its energy is -90359.683 eV. As for the total charge: +1. The molar mass comes out at 864.59 g mol⁻¹.

***

[4]
Formula: C33H55N3OS
Source: the Open Molecules 2025 dataset
Level of theory: ωB97M-V/def2-TZVPD

Each line ends with the Mulliken charge.
Positions of all 93 atoms, in Å:
C 2.289 4.008 -4.460  -1.53
C 1.171 2.973 -4.150  0.10
N 1.249 1.740 -4.969  -0.04
C 1.965 0.656 -4.275  -0.60
C 3.523 0.772 -4.337  -0.99
C 4.077 0.352 -2.974  0.60
C 4.722 -0.840 -2.764  -1.12
C 5.154 -1.154 -1.481  -0.53
C 4.961 -0.308 -0.417  0.34
C 4.335 0.904 -0.685  0.85
C 3.891 1.256 -1.932  -0.83
S 4.115 1.987 0.728  -0.40
C 3.680 0.762 1.961  0.70
C 2.716 0.998 2.907  -0.62
C 2.396 0.007 3.822  -0.56
C 3.046 -1.206 3.746  0.61
C 2.707 -2.348 4.699  -1.05
C 2.333 -3.659 3.891  -0.65
C 1.476 -3.399 2.638  -0.62
N 2.238 -3.471 1.376  -0.46
C 4.030 -1.409 2.796  -0.43
C 4.369 -0.440 1.876  -0.07
N 5.369 -0.658 0.893  -0.39
C -0.129 1.253 -5.080  0.45
C -1.004 1.153 -3.808  -0.80
O -0.602 0.888 -6.135  -0.56
H 1.842 4.874 -4.965  0.41
H 3.087 3.616 -5.091  0.37
H 2.659 4.404 -3.505  0.31
H 0.224 3.466 -4.412  0.26
H 1.133 2.745 -3.072  0.26
H 1.657 0.581 -3.216  0.36
H 1.716 -0.323 -4.708  0.47
H 3.870 1.773 -4.601  0.15
H 3.879 0.070 -5.101  0.42
H 4.867 -1.545 -3.579  0.37
H 5.656 -2.116 -1.359  0.31
H 3.401 2.206 -2.129  0.39
H 2.227 1.970 2.888  0.38
H 1.615 0.198 4.556  0.35
H 1.931 -2.039 5.407  0.38
H 3.631 -2.594 5.241  0.30
H 3.281 -4.155 3.657  0.48
H 1.758 -4.284 4.589  0.28
H 0.951 -2.436 2.669  0.39
H 0.684 -4.166 2.608  0.29
H 2.108 -4.356 0.907  0.22
H 1.995 -2.713 0.752  0.17
H 4.507 -2.389 2.772  0.16
H 5.598 -1.645 0.945  0.29
H -1.542 0.204 -3.792  0.33
H -1.675 2.022 -3.786  0.15
H -0.408 1.233 -2.890  0.33
C -1.603 -2.642 6.241  -1.05
C -1.155 -3.706 7.236  -0.44
C -1.119 -5.111 6.642  -0.14
C -2.467 -5.656 6.166  -0.82
C -3.559 -5.704 7.234  -0.41
C -3.221 -6.629 8.400  -1.18
H -2.622 -2.816 5.893  0.36
H -1.578 -1.656 6.707  0.36
H -0.935 -2.622 5.375  0.11
H -1.799 -3.679 8.119  0.31
H -0.149 -3.455 7.586  0.35
H -0.693 -5.795 7.382  0.36
H -0.426 -5.118 5.794  -0.05
H -2.312 -6.664 5.770  0.40
H -2.825 -5.056 5.324  0.32
H -4.482 -6.058 6.767  0.37
H -3.771 -4.700 7.611  0.24
H -3.051 -7.650 8.050  0.29
H -4.043 -6.653 9.117  0.38
H -2.330 -6.296 8.935  0.28
C -6.296 5.396 -3.583  -1.21
C -4.904 5.917 -3.928  -0.24
C -4.736 6.262 -5.407  -0.70
C -4.897 5.083 -6.369  -0.86
C -3.951 3.910 -6.118  -0.31
C -2.480 4.275 -6.286  -0.87
H -6.521 4.467 -4.109  0.29
H -6.372 5.194 -2.513  0.38
H -7.061 6.131 -3.842  0.30
H -4.151 5.187 -3.618  0.17
H -4.714 6.819 -3.340  0.35
H -3.753 6.719 -5.553  0.30
H -5.466 7.031 -5.678  0.39
H -4.749 5.448 -7.391  0.37
H -5.928 4.719 -6.329  0.32
H -4.194 3.114 -6.828  0.39
H -4.116 3.492 -5.121  0.19
H -2.283 4.651 -7.292  0.37
H -1.851 3.397 -6.129  0.10
H -2.168 5.037 -5.568  0.26

The spin multiplicity is 1. The value obtained for the frontier orbital gap is 8.335 eV. As for the highest occupied orbital energy: -0.2875 Eh. The lowest unoccupied orbital energy is 0.511 eV. Its energy is -52466.508 eV. As for the total charge: 0. The molar mass comes out at 541.89 g mol⁻¹.

***

Which of these has the highest molar mass? C33H54F16N3O11P2S